Formula: C2H5N5O
Source: the Open Molecules 2025 dataset
Level of theory: wB97M-V/def2-TZVPD

Its energy relative to the best compared isomer or geometry (same formula, charge and spin) is 94.84 kcal/mol. Its HOMO energy is -9.0 eV. The total energy comes out at -11648.43198 eV.

```
! RIJCOSX wB97M-V def2-TZVPD def2/J DEFGRID3
* xyz 0 1
C -1.121 0.344 -0.639
C 0.108 0.448 1.240
H -2.738 0.985 -1.658
H -1.730 -0.410 -2.644
H 1.525 0.585 2.422
H 1.043 -1.629 0.420
H 2.450 -1.234 -0.232
N -1.950 0.282 -1.556
N -1.219 0.453 0.673
N 0.597 0.746 2.363
N 1.098 0.250 0.220
N 1.729 -0.936 0.400
O 0.208 0.116 -1.009
*
```

Here are the Mulliken charges for atoms 1 to 4, given in e:
1 C 0.54
2 C 0.61
3 H 0.29
4 H 0.36